(1)
ORCA calculation (the ωB97M-V functional and the def2-TZVPD basis) on a molecular structure, FH3N2O at a distorted geometry.

```
! RIJCOSX wB97M-V def2-TZVPD def2/J DEFGRID3
* xyz 0 1
N 0.8768 0.1036 0.4015
N -0.0558 0.6603 -0.4401
O -1.0183 -0.2388 -0.9447
F -1.4816 -1.1238 0.3441
H 1.7398 -0.0804 -0.0814
H 0.5625 -0.7997 0.6884
H -0.6234 1.4789 0.0323
*
```

Properties
Gap between HOMO and LUMO (spin up / spin down): 9.5 / 9.5 eV
Electronic energy: -286.2083 a.u.

---

(2)
ORCA calculation (the ωB97M-V functional and the def2-TZVPD basis) on 2 unconnected molecules or ions with the total composition FH3O3P at a distorted geometry.

```
! RIJCOSX wB97M-V def2-TZVPD def2/J DEFGRID3
* xyz 1 1
O 0.0902 -0.9636 -1.1661
O 0.4640 -0.8364 1.2844
O -1.4075 1.6234 -0.2101
F 1.6891 0.8377 -0.2514
P 0.4139 -0.0615 -0.0276
H -0.2152 -0.7458 -2.0741
H 0.8393 -1.6645 1.7551
H -1.8739 1.8107 0.6897
*
```

Properties
Gap between HOMO and LUMO (spin up / spin down): 9.4 / 9.5 eV
Electronic energy: -668.4013 a.u.

---

- Which value of electronic energy does entry 2 give?
  -668.4013 a.u.